(1)
C42H39N9OPRuS2 as an isolated structure in a non-equilibrium geometry, computed with wB97M-V/def2-TZVPD.

Structure (XYZ):
```
95
Properties=species:S:1:pos:R:3:lowdin_charge:R:1
Ru -0.28025 -1.32349 1.31151 1.25
N 1.69427 0.03424 5.25238 0.11
C 0.92085 -0.53931 4.32671 -0.84
S 1.71942 -1.39780 3.03331 0.64
N -0.37549 -0.43619 4.47206 -0.02
N -1.11875 -1.00861 3.53329 -0.12
C -2.39452 -1.02520 3.62976 -0.07
C -3.12741 -1.81328 2.65020 -0.28
C -4.50875 -1.94255 2.67171 0.01
C -5.12192 -2.75662 1.72919 -0.02
C -4.33584 -3.45924 0.83280 -0.02
C -2.95848 -3.29240 0.89155 -0.13
N -2.37391 -2.47386 1.75263 0.02
H 2.68145 -0.14998 5.27415 0.10
H 1.25743 0.43607 6.06737 0.12
H -2.91189 -0.53810 4.45218 0.14
H -5.08905 -1.41602 3.41726 0.13
H -6.19871 -2.85741 1.71480 0.12
H -4.76965 -4.11600 0.09266 0.12
H -2.30700 -3.85266 0.23204 0.11
N 1.29078 -3.26875 -0.88748 -0.12
P 0.17375 -2.01293 -1.14658 0.99
C -1.11843 -2.80005 -2.17625 -0.36
C -0.74912 -3.75715 -3.12009 -0.07
C -1.70497 -4.31462 -3.95140 -0.05
C -3.03095 -3.91158 -3.85316 -0.05
C -3.40056 -2.95755 -2.91767 -0.06
C -2.44763 -2.39856 -2.07755 -0.13
C 1.04997 -1.06093 -2.42663 -0.36
C 0.31147 -0.41431 -3.41853 -0.11
C 0.95903 0.31769 -4.39922 -0.07
C 2.34418 0.42020 -4.39108 -0.06
C 3.08154 -0.20986 -3.39876 -0.06
C 2.43902 -0.94188 -2.41120 -0.09
C 1.22498 -4.08780 0.22407 -0.38
C 1.86760 -5.32843 0.24556 0.01
C 1.76954 -6.10537 1.37922 -0.02
C 1.04686 -5.63051 2.47258 -0.04
C 0.45479 -4.39419 2.37694 -0.17
N 0.53395 -3.63738 1.27297 -0.04
H 1.82846 -3.61997 -1.66508 0.11
H 0.28516 -4.05747 -3.22539 0.11
H -1.41243 -5.05491 -4.68353 0.12
H -3.77152 -4.34263 -4.51297 0.12
H -4.43589 -2.64926 -2.84991 0.11
H -2.72430 -1.64920 -1.34409 0.07
H -0.76774 -0.50204 -3.43454 0.11
H 0.38167 0.80725 -5.17192 0.12
H 2.84774 0.99741 -5.15472 0.12
H 4.16073 -0.13445 -3.40000 0.12
H 3.01679 -1.42389 -1.63148 0.10
H 2.42198 -5.66137 -0.62160 0.12
H 2.24803 -7.07455 1.41193 0.13
H 0.95568 -6.21472 3.37586 0.12
H -0.11051 -3.97667 3.20032 0.10
N 6.90087 7.14821 1.33971 0.19
C 6.01127 6.42443 1.39738 -0.17
C 4.91510 5.50579 1.45842 -0.21
C 5.16725 4.13801 1.54832 0.00
C 4.11588 3.24371 1.61735 0.00
C 2.80788 3.71246 1.59215 -0.18
C 2.54953 5.07282 1.48468 0.00
C 3.60122 5.96799 1.42077 0.00
N 1.72835 2.79726 1.71752 0.01
C 0.56849 3.01203 2.42555 -0.01
C -0.14755 1.86116 2.33936 -0.15
N 0.55002 0.95033 1.58285 -0.06
C 1.67277 1.53901 1.23825 -0.16
H 6.18744 3.78260 1.58092 0.13
H 4.31454 2.18438 1.71379 0.12
H 1.52985 5.43273 1.44127 0.12
H 3.41086 7.02951 1.34757 0.13
H 0.36338 3.93634 2.93457 0.13
H -1.10802 1.63132 2.76857 0.09
H 2.44070 1.10189 0.62238 0.14
C 0.75030 5.00923 -2.77759 -0.03
C -0.16842 4.09715 -2.01751 -0.25
C -1.18590 4.60814 -1.21218 -0.02
C -2.02931 3.76522 -0.50628 -0.07
C -1.85828 2.39439 -0.61937 -0.41
C -0.86304 1.86422 -1.41573 -0.08
C -0.02240 2.71338 -2.11389 -0.01
S -2.90298 1.28728 0.34408 0.97
C -4.15532 1.06630 -0.94966 -0.20
O -2.20395 -0.05816 0.41079 -0.66
H 0.79978 5.99637 -2.32148 0.08
H 0.39232 5.13923 -3.80109 0.10
H 1.75536 4.59161 -2.83446 0.08
H -1.31935 5.68033 -1.13578 0.12
H -2.80919 4.17316 0.12610 0.12
H -0.74077 0.79272 -1.46868 0.06
H 0.75797 2.29586 -2.74029 0.10
H -3.67765 0.72785 -1.86675 0.06
H -4.64155 2.02846 -1.10290 0.07
H -4.87891 0.33415 -0.59492 0.06
```

Properties
- LUMO (spin up / spin down): -5.3 / -7.2 eV
- Electronic energy: -3424.0421 Eh
- ΔE to the lowest compared entry with this formula, charge and spin: 82.4 kJ/mol
- HOMO energy (spin up / spin down): -13.08 / -13.05 eV
- 2S+1: 6
- <S²>: 8.7623
- HOMO-LUMO gap (spin up / spin down): 7.76 / 5.89 eV
- Charge: +2

=====

(2)
An isolated ion of composition C25H15F3NO2 and charge -1 in a non-equilibrium geometry, computed with wB97M-V/def2-TZVPD.

Structure (XYZ):
```
46
Properties=species:S:1:pos:R:3:lowdin_charge:R:1
N 1.31805 0.27658 -3.52794 0.16
C 1.09427 0.39259 -2.36995 -0.17
C 0.57622 0.66642 -0.99015 -0.27
C -0.42285 1.82354 -1.06487 -0.19
C -0.45566 2.72401 -0.00160 -0.02
C -1.16795 3.92846 -0.11141 0.00
C -1.80200 4.22365 -1.33606 -0.13
C -2.53265 5.58396 -1.47893 -0.48
F -2.61860 6.00343 -2.78524 0.10
F -1.93950 6.61907 -0.79663 0.10
F -3.81426 5.45057 -0.96816 0.09
C -1.87996 3.26094 -2.33384 -0.02
C -1.18360 2.04792 -2.21949 0.00
C 0.02582 -0.31104 -0.03082 -0.20
C 1.07913 -1.34366 0.24318 -0.06
C 0.73584 -2.73486 0.78795 -0.32
O -0.17245 -3.17376 1.48364 0.04
C 1.76155 -3.67478 0.24725 -0.11
C 2.04308 -4.98196 0.63220 -0.03
C 3.14638 -5.60428 0.04268 -0.09
C 3.94811 -4.90011 -0.90834 -0.09
C 3.67662 -3.56414 -1.24673 -0.02
C 2.57890 -2.96949 -0.63906 -0.12
C 2.24150 -1.54702 -0.61614 -0.35
O 2.90940 -0.71469 -1.26819 -0.02
C -0.77416 -0.01327 1.30199 -0.14
C -0.29878 -0.43311 2.56900 -0.04
C -1.11965 -0.40996 3.70242 -0.08
C -2.43344 0.05878 3.53457 -0.11
C -2.93018 0.48216 2.29061 -0.09
C -2.10536 0.40026 1.17620 -0.06
H 1.44630 1.03077 -0.44181 0.15
H 0.14181 2.55760 0.88980 0.13
H -1.22914 4.64333 0.69692 0.11
H -2.49110 3.51174 -3.20613 0.12
H -1.16250 1.34667 -3.05463 0.11
H -0.69872 -0.55202 -0.91837 0.18
H 1.42131 -5.41017 1.42352 0.11
H 3.42449 -6.61089 0.35604 0.09
H 4.83570 -5.39347 -1.32384 0.09
H 4.32932 -2.97478 -1.91031 0.12
H 0.73765 -0.76881 2.69543 0.11
H -0.72365 -0.70607 4.68783 0.10
H -3.07378 0.14234 4.39887 0.08
H -3.93580 0.91599 2.19176 0.10
H -2.50570 0.70156 0.19678 0.12
```

Properties
- LUMO: 2.8 eV
- Electronic energy: -1466.5263 Eh
- ΔE to the lowest compared entry with this formula, charge and spin: 106.0 kJ/mol
- HOMO energy: -4.16 eV
- Structure (SMILES): N#C[C@@H](c1ccc(C(F)(F)F)cc1)[C@@H](C1=C([O-])c2ccccc2C1=O)c1ccccc1
- HOMO-LUMO gap: 6.93 eV
- Charge: -1

=====

(3)
C15H13ClN2O2S in the gas phase in a non-equilibrium geometry, computed with wB97M-V/def2-TZVPD.

Structure (XYZ):
```
34
Properties=species:S:1:pos:R:3:lowdin_charge:R:1
O -1.50095 -2.56632 4.77487 0.05
C -0.98935 -1.45762 5.04365 -0.33
N 0.14682 -1.48831 5.90047 0.11
C 1.01543 -0.41140 6.06067 -0.83
S 2.68436 -0.52558 6.17279 0.65
N 0.31534 0.76664 6.02827 0.11
C -0.82415 1.01849 5.20533 -0.35
O -1.20036 2.17782 5.11570 0.10
C -1.49063 -0.13486 4.47209 -0.02
C -1.72355 0.00544 2.80577 -0.31
C -0.27104 0.03607 2.37747 -0.18
C 0.39594 1.22123 2.17420 -0.03
C 1.77122 1.23758 2.09563 -0.09
C 2.45746 0.02714 2.14346 -0.65
Cl 4.22000 0.01881 2.20890 0.63
C 1.76898 -1.18810 2.12878 -0.10
C 0.39715 -1.17407 2.19358 -0.03
C -2.56681 1.19944 2.54271 -0.04
C -3.83802 0.84990 2.31875 -0.08
C -4.01692 -0.60967 2.21460 -0.18
C -2.56794 -1.18034 2.36314 -0.12
H 0.62872 -2.40259 5.92983 0.15
H 0.91842 1.57101 6.16647 0.14
H -2.58144 -0.08025 4.64014 0.17
H -0.13560 2.17469 2.13082 0.12
H 2.34537 2.16379 2.04641 0.11
H 2.34455 -2.13702 2.12486 0.12
H -0.14084 -2.14508 2.15998 0.13
H -2.15073 2.22226 2.45971 0.12
H -4.69385 1.54475 2.21353 0.12
H -4.54692 -0.96528 1.27338 0.13
H -4.64165 -1.04578 3.05660 0.13
H -2.31648 -1.53928 1.32674 0.14
H -2.46463 -2.03619 3.04838 0.10
```

Properties
- LUMO: -0.5 eV
- Electronic energy: -1697.7717 Eh
- ΔE to the lowest compared entry with this formula, charge and spin: 87.7 kJ/mol
- HOMO energy: -9.12 eV
- Structure (SMILES): O=C1NC(=S)NC(=O)C1[C@]1(c2ccc(Cl)cc2)C=CCC1
- HOMO-LUMO gap: 8.57 eV
- Charge: 0

=====

Number 3 is which compound?
C15H13ClN2O2S

=====

Which value of charge does entry 1 give?
+2

=====

Which of these has the lowest ΔE to the lowest compared entry with this formula, charge and spin?
C42H39N9OPRuS2

=====

Which value of ΔE to the lowest compared entry with this formula, charge and spin does entry 3 give?
87.7 kJ/mol